DFT (the ωB97M-V functional and the def2-TZVPD basis) results for an isolated molecule of C19H25N3O2.

```
49
Properties=species:S:1:pos:R:3:forces:R:3:nbo_charge:R:1
O 1.577073 0.955792 1.507550 0.089 0.123 0.044 -0.6222
O -0.336098 -0.583450 -1.768697 -0.004 0.193 -0.127 -0.5946
N 3.745907 -1.067584 -1.242663 0.038 -0.465 -0.432 -0.5072
N 0.489691 -1.055092 0.292280 0.587 -0.181 0.383 -0.4651
N 1.801428 -0.689547 -0.022647 -0.439 0.342 0.146 -0.2729
C 4.247053 1.925726 0.861312 -0.034 -0.011 0.021 -0.1365
C -6.560524 1.054074 0.427648 -0.106 -0.181 0.207 -0.3997
C 3.632613 0.806731 0.292256 0.414 -0.069 -0.275 -0.2369
C 2.548329 -1.400106 -0.929121 0.093 -0.334 -0.183 0.4880
C 5.520720 2.275124 0.479011 -0.116 0.101 0.136 -0.2321
C 4.312460 0.037453 -0.670827 -0.180 0.531 0.521 0.2609
C 1.928370 -2.600709 -1.550252 -0.118 -0.102 -0.073 -0.6730
C -4.476379 -0.373748 0.988683 -0.237 0.162 0.012 -0.2127
C -1.896592 -0.862747 0.061809 -0.061 0.103 -0.356 -0.3184
C -4.360032 -1.179199 -0.316528 0.159 0.046 0.110 -0.4033
C -2.997819 -0.988750 -0.987894 0.087 -0.224 0.063 -0.3837
C -5.932454 -0.016757 1.318329 0.239 0.053 -0.156 -0.3830
C 6.198528 1.514518 -0.475239 -0.009 -0.123 -0.092 -0.1732
C -0.534629 -0.794432 -0.597683 -0.135 -0.160 0.069 0.7028
C -3.565813 0.851497 0.918002 0.022 -0.269 0.198 -0.3959
C 5.609206 0.410321 -1.044733 0.010 0.081 0.056 -0.2379
C -8.036899 1.243922 0.755854 0.199 0.058 -0.128 -0.5972
C -2.096438 0.420480 0.900519 -0.100 0.104 0.010 -0.3955
C 2.286295 0.426803 0.669975 -0.302 -0.036 0.093 0.6578
H 1.151792 -2.287555 -2.247201 -0.029 -0.040 0.023 0.2613
H 6.119120 -0.186169 -1.784159 0.044 -0.078 -0.078 0.2271
H 2.693253 -3.150609 -2.088221 0.059 0.025 0.049 0.2444
H -4.516891 -2.237276 -0.096101 -0.064 -0.031 -0.028 0.2026
H -1.490032 1.230582 0.489085 0.078 -0.021 0.061 0.2212
H 0.299167 -0.851251 1.271029 0.076 -0.034 -0.233 0.4185
H -4.114029 -1.000862 1.812376 0.038 0.001 -0.015 0.1929
H -3.796084 1.423002 0.019372 -0.034 0.108 -0.027 0.2012
H 3.696901 2.495640 1.594846 -0.026 0.056 0.062 0.2335
H 7.198313 1.799850 -0.768265 0.078 0.007 -0.035 0.2162
H -8.473284 2.015352 0.125620 -0.123 0.061 -0.014 0.2081
H -3.738362 1.499188 1.779099 -0.039 0.108 -0.029 0.2133
H -6.463405 0.774632 -0.622769 0.074 0.064 -0.067 0.1933
H -1.922887 -1.741466 0.714157 0.026 0.015 0.002 0.2159
H -5.980358 0.327870 2.354514 -0.063 -0.034 0.075 0.1988
H -8.587065 0.318903 0.596252 -0.099 -0.078 0.004 0.2000
H -2.991219 -0.090382 -1.605281 0.028 -0.011 -0.061 0.2117
H -1.754259 0.245155 1.922520 0.050 0.067 0.020 0.2055
H -8.161633 1.539629 1.795387 -0.071 0.028 0.112 0.2005
H -2.782956 -1.831769 -1.646545 0.010 0.092 -0.079 0.2198
H 1.471171 -3.231533 -0.790042 -0.042 -0.067 0.008 0.2281
H 5.999655 3.138835 0.914821 0.022 0.068 0.041 0.2171
H -5.139704 -0.876086 -1.015405 -0.078 -0.034 -0.022 0.2053
H -6.531274 -0.928966 1.250286 -0.079 -0.046 0.070 0.1983
H -6.040145 2.002229 0.570287 0.068 0.030 -0.085 0.1970
```
Positions in Å, forces in eV/Å.

Its structure (SMILES) is CCC[C@H]1CC[C@@H](C(=O)Nn2c(C)nc3ccccc3c2=O)CC1. The calculation puts the LUMO energy at 0.549 eV. The energy relative to the best compared isomer or geometry (same formula, charge and spin) comes out at 40.3 kJ/mol. The value obtained for the HOMO-LUMO gap is 9.196 eV. For the electronic energy, the calculation gives -1053.79979 hartree.

=====

DFT (the ωB97M-V functional and the def2-TZVPD basis) results for an isolated molecule of C19H25N3O4S in a non-equilibrium geometry.

```
52
Properties=species:S:1:pos:R:3:forces:R:3:nbo_charge:R:1
S -3.707086 0.087820 -1.440759 -0.285 0.344 0.609 2.3555
O -5.980286 1.852931 1.243270 0.481 0.807 -0.634 -0.2713
O -3.117421 1.234557 -2.075748 0.089 -0.105 0.149 -0.9429
O 1.061781 -1.702283 -1.210940 0.062 -0.033 -0.362 -0.6110
O -4.415423 -0.859699 -2.245748 0.092 -0.236 0.095 -0.9296
N -6.205118 0.547827 1.556351 -0.296 -1.294 0.356 -0.1309
N -2.601243 -0.746155 -0.506845 -0.774 0.402 -0.498 -0.6863
N 1.913255 -0.994496 0.777783 0.066 0.107 0.383 -0.6013
C -5.129665 1.928479 0.210539 0.357 -0.498 -0.360 0.4045
C -1.276654 -2.737429 -0.078030 0.163 0.246 -0.110 -0.3973
C 6.948943 2.602208 -0.723934 0.163 -0.154 0.010 -0.5923
C -5.485385 -1.660315 0.747079 -0.182 -0.112 0.185 -0.6553
C -1.664371 0.114097 0.176114 0.293 0.434 0.463 -0.2367
C 5.724751 0.515721 -0.131408 0.141 -0.106 -0.040 -0.0321
C 3.989967 -0.019531 1.451830 -0.104 -0.035 -0.053 -0.2436
C -4.732640 3.248521 -0.323679 -0.123 0.060 0.142 -0.6839
C -5.507135 -0.182857 0.732460 0.013 0.451 0.002 0.1892
C -0.305044 -1.915769 0.777512 -0.133 -0.146 -0.068 -0.3171
C 7.071456 1.103514 -0.440298 -0.100 0.220 -0.026 -0.4127
C 0.948498 -1.530813 -0.018957 -0.247 -0.192 0.595 0.6888
C -1.021036 -0.668541 1.318144 -0.059 0.046 -0.152 -0.3864
C 4.906009 0.036809 -1.145710 0.090 0.069 0.246 -0.2111
C 3.177807 -0.499921 0.427300 0.300 0.112 -0.148 0.1277
C 5.245450 0.481706 1.172078 -0.042 -0.036 -0.086 -0.1906
C -1.950029 -1.875296 -1.143065 0.016 -0.594 -0.482 -0.2424
C -4.783696 0.656883 -0.162138 0.171 0.373 -0.158 -0.5254
C 3.646799 -0.467989 -0.881226 -0.190 -0.081 -0.133 -0.1868
H -4.016836 3.097517 -1.127317 -0.025 0.086 0.033 0.2687
H 7.745494 0.951187 0.405128 0.038 -0.073 -0.051 0.2058
H 3.028179 -0.839209 -1.680203 -0.018 -0.016 -0.013 0.2456
H -0.734853 -3.543491 -0.572939 -0.056 -0.028 0.009 0.2346
H -6.240216 -2.038393 1.429933 -0.032 -0.074 0.020 0.2374
H -0.895699 0.484558 -0.516932 -0.068 0.037 0.033 0.1995
H 5.259810 0.054748 -2.166278 0.043 -0.009 -0.124 0.2110
H 6.536300 3.118300 0.140169 -0.047 0.086 0.053 0.2039
H -1.200482 -1.537760 -1.868360 -0.108 -0.069 0.050 0.2150
H 5.863137 0.848917 1.979138 0.072 0.031 0.089 0.2097
H 0.024352 -2.531380 1.624025 0.002 0.075 -0.067 0.2250
H -2.038026 -3.172523 0.572003 -0.013 -0.028 0.014 0.2084
H 6.288796 2.773314 -1.571148 -0.065 0.063 -0.069 0.2060
H 7.923635 3.028056 -0.950555 0.069 0.120 -0.034 0.2072
H -2.220793 0.972135 0.560336 0.188 0.031 0.085 0.2195
H 7.500013 0.606911 -1.312915 0.055 -0.052 0.061 0.2079
H -4.500447 -2.005963 1.055910 0.033 -0.069 0.023 0.2317
H -5.663300 -2.026863 -0.261848 -0.043 -0.106 0.003 0.2483
H -2.724456 -2.434015 -1.668633 0.154 -0.107 0.002 0.2364
H -4.293412 3.858036 0.464460 0.041 0.047 0.023 0.2362
H -5.607286 3.773489 -0.704286 -0.031 0.047 -0.043 0.2419
H -1.804981 -0.984270 2.009914 0.014 0.027 0.053 0.2144
H -0.331301 -0.016335 1.857021 -0.045 0.004 0.034 0.2103
H 1.716081 -0.945676 1.768032 -0.085 -0.065 -0.212 0.3948
H 3.633829 -0.041276 2.473373 -0.035 -0.007 0.105 0.2023
```
Positions in Å, forces in eV/Å.

Its structure (SMILES) is CCc1ccc(NC(=O)C2CCN(S(=O)(=O)c3c(C)noc3C)CC2)cc1. The calculation puts the LUMO energy at 0.426 eV. The energy relative to the best compared isomer or geometry (same formula, charge and spin) comes out at 292.1 kJ/mol. The value obtained for the HOMO-LUMO gap is 8.925 eV. For the electronic energy, the calculation gives -1602.41410 hartree.

=====

DFT (the ωB97M-V functional and the def2-TZVPD basis) results for an isolated molecule of C19H25N3O5.

```
52
Properties=species:S:1:pos:R:3:forces:R:3:nbo_charge:R:1
O 1.751746 -1.305703 -0.968918 -0.330 -0.134 -0.115 -0.6586
O 0.208900 2.920200 0.285370 -0.003 0.079 -0.041 -0.6165
O -4.426387 0.786541 -0.628366 0.044 -0.271 0.089 -0.4857
O 2.555568 -0.566521 2.011697 0.315 -0.225 0.080 -0.6588
O -4.205555 -1.628604 0.171048 0.164 0.379 -0.057 -0.4859
N 0.382067 -0.875252 1.521458 0.009 -0.289 0.229 -0.5947
N 1.402857 1.166644 1.076478 0.127 0.133 -0.051 -0.4759
N 3.596874 0.027242 -0.925501 0.173 0.334 0.034 -0.4427
C 1.521166 -0.125110 1.553175 -0.358 -0.259 0.261 0.8216
C 2.959897 1.237216 -1.372318 -0.181 0.256 -0.055 -0.2221
C -3.210919 0.466532 -0.112968 0.090 -0.021 0.019 0.2223
C -4.688263 2.122597 -1.009037 -0.118 0.406 0.028 -0.0610
C -3.471159 -3.792779 -0.701258 -0.131 0.339 0.214 -0.6404
C -1.891069 -1.329489 0.852839 -0.141 -0.132 -0.008 -0.3863
C -2.128624 1.308038 -0.002970 -0.171 -0.171 -0.036 -0.2249
C 5.020500 -0.071472 -0.700663 0.226 -0.002 -0.041 -0.2021
C -0.803826 -0.464178 0.963955 -0.246 0.728 -0.280 0.2993
C -4.170423 -3.021178 0.414019 0.074 -0.512 -0.034 -0.0633
C 2.942854 -1.142346 -0.787487 0.102 -0.445 -0.026 0.7075
C 3.959560 -2.199221 -0.395327 0.005 0.011 0.103 -0.4964
C -4.943884 3.038336 0.184591 0.123 -0.346 -0.207 -0.6383
C 0.230162 1.747175 0.606658 -0.184 -0.130 0.081 0.6853
C -0.916642 0.852904 0.531019 -0.151 -0.474 0.050 -0.2409
C -3.086304 -0.886920 0.317028 -0.008 0.229 -0.017 0.3967
C 2.608531 1.981279 1.056032 0.342 0.316 -0.044 -0.2269
C 5.158114 -1.382076 0.078379 0.028 -0.056 -0.006 -0.4058
C 3.028241 2.386485 -0.361220 -0.095 -0.189 -0.016 -0.4234
H -5.759786 2.641557 0.783445 -0.081 -0.004 0.055 0.2145
H 3.385155 1.385313 1.538124 -0.148 0.145 -0.046 0.2406
H 2.367260 3.176816 -0.716998 0.135 0.020 -0.025 0.2414
H 1.915962 0.974306 -1.566825 0.139 0.041 -0.068 0.2365
H -5.213120 4.030272 -0.167554 -0.020 0.129 -0.015 0.2153
H -5.223965 -3.309936 0.461112 0.167 0.026 0.081 0.1971
H 5.051709 -1.184713 1.144733 0.036 0.016 -0.018 0.2269
H 4.042023 2.787258 -0.308226 0.025 0.058 0.020 0.2032
H 3.415912 1.566135 -2.314931 -0.108 -0.036 0.034 0.1970
H 6.111721 -1.874177 -0.101480 0.029 0.034 0.025 0.2120
H 3.557393 -2.856662 0.371579 -0.077 0.000 -0.052 0.2375
H -3.875597 2.513728 -1.633164 -0.074 -0.075 -0.008 0.1713
H -2.432346 -3.486845 -0.796397 0.097 -0.041 -0.035 0.2166
H -1.772109 -2.346919 1.188873 -0.060 -0.144 0.008 0.2170
H -3.509684 -4.858006 -0.490323 0.015 -0.122 0.011 0.2156
H 0.494299 -1.844545 1.784008 0.126 0.210 -0.053 0.4189
H -3.712024 -3.234839 1.387720 -0.091 0.061 -0.051 0.1679
H 5.387412 0.789085 -0.138193 0.021 -0.005 -0.028 0.1978
H 2.424555 2.885947 1.642457 0.062 -0.117 -0.021 0.2204
H -3.971022 -3.601110 -1.647048 -0.035 -0.016 -0.093 0.2184
H -2.157748 2.335555 -0.326740 -0.079 0.100 -0.035 0.2425
H -5.591539 2.052419 -1.621604 0.177 0.044 0.017 0.1930
H 4.189305 -2.795798 -1.281146 -0.030 -0.017 -0.029 0.2224
H -4.060499 3.115595 0.812971 0.043 0.071 0.079 0.2144
H 5.552741 -0.110774 -1.662082 0.025 0.066 0.092 0.1797
```
Positions in Å, forces in eV/Å.

Its structure (SMILES) is CCOc1cc2[nH]c(=O)n(CCCN3CCCC3=O)c(=O)c2cc1OCC. The calculation puts the LUMO energy at 0.773 eV. The energy relative to the best compared isomer or geometry (same formula, charge and spin) comes out at 78.3 kJ/mol. The value obtained for the HOMO-LUMO gap is 8.569 eV. For the electronic energy, the calculation gives -1279.56727 hartree.

=====

DFT (the ωB97M-V functional and the def2-TZVPD basis) results for an isolated molecule of C19H25N3O7.

```
54
Properties=species:S:1:pos:R:3:forces:R:3:nbo_charge:R:1
O -3.443500 0.541709 -1.798705 0.080 -0.195 -0.307 -0.6209
O -1.616126 -1.373079 -0.379486 0.133 -0.107 -0.059 -0.6514
O -2.349373 0.610359 2.304877 -0.072 0.016 0.428 -0.7068
O 2.349391 1.497569 0.582232 0.257 0.244 -0.044 -0.6665
O 2.100541 -0.267597 -0.820128 -0.199 -0.138 0.025 -0.5168
O -3.017466 -2.230850 2.175484 0.370 0.177 0.262 -0.7284
O -2.793056 -3.014159 -1.345208 -0.325 -0.188 -0.041 -0.4938
N 0.648900 0.015803 0.833465 -0.191 -0.178 -0.075 -0.6331
N -1.661357 1.813193 0.532591 -0.194 0.159 0.008 -0.4036
N -3.976234 -0.102001 0.309910 -0.199 -0.432 0.285 -0.6308
C -0.681310 2.456885 -0.318291 0.458 0.257 -0.257 -0.2253
C -3.991479 -1.521666 0.034974 0.060 -0.034 -0.046 -0.1759
C 4.530688 -0.276747 -0.634190 -0.104 0.010 0.020 0.0413
C -2.660005 -1.937799 -0.589287 -0.182 0.274 0.189 0.8327
C -1.600501 -3.517070 -1.939361 0.392 -0.016 -0.080 -0.2636
C 5.633354 -1.783176 0.881163 0.000 -0.076 0.037 -0.2015
C -3.506449 0.767717 -0.610943 -0.281 0.522 0.370 0.6942
C -1.416319 3.707325 -0.789632 -0.015 -0.104 0.060 -0.3993
C -3.012288 2.082565 0.029024 -0.372 -0.160 -0.102 -0.1299
C -4.152532 -2.288717 1.365698 -0.370 -0.019 -0.316 -0.0554
C 6.762271 0.189252 0.125148 0.100 0.029 -0.018 -0.1915
C 4.528066 -1.440071 0.123657 -0.044 0.026 -0.068 -0.2426
C 0.008452 0.699367 1.928245 0.158 -0.116 0.177 -0.3130
C -2.839508 3.195365 -1.005287 0.017 -0.002 -0.044 -0.4225
C 1.753733 0.504888 0.234076 -0.069 -0.080 0.061 0.8899
C 6.753981 -0.970555 0.881120 0.084 -0.007 0.051 -0.2202
C 5.653969 0.537687 -0.626175 -0.104 -0.078 -0.051 -0.2364
C 3.322889 0.091136 -1.457365 0.253 0.263 -0.192 -0.1037
C -1.435893 1.050410 1.601489 0.332 -0.024 0.122 0.7104
H -0.980732 4.126989 -1.692890 0.043 0.035 -0.009 0.2225
H 3.325125 1.167196 -1.663165 0.023 -0.190 -0.029 0.2020
H 5.657853 1.449181 -1.205755 -0.017 0.126 -0.038 0.2102
H 3.315655 -0.462286 -2.401562 -0.049 0.110 0.130 0.2027
H -4.803174 -1.775357 -0.653847 0.111 -0.055 0.102 0.2327
H 3.650405 -2.070228 0.122632 -0.072 -0.062 0.022 0.2176
H -3.588963 3.975401 -0.893211 -0.042 -0.016 -0.004 0.2213
H -0.013200 0.054304 2.814008 -0.079 0.220 -0.110 0.2255
H 0.236029 2.683184 0.222600 -0.015 -0.078 -0.035 0.2363
H -2.783407 -1.305659 2.370592 0.025 -0.155 0.017 0.4963
H -4.318396 -3.347358 1.150445 -0.083 0.139 -0.026 0.1944
H -1.905337 -4.338310 -2.582173 0.002 0.043 0.045 0.1994
H -5.037065 -1.888906 1.883671 0.025 -0.083 -0.128 0.1715
H 7.617318 -1.238158 1.472323 0.065 -0.015 0.048 0.2125
H -0.914835 -3.868542 -1.165884 -0.046 0.013 -0.072 0.1933
H 5.619574 -2.687303 1.472131 0.004 -0.070 0.046 0.2123
H -2.937556 2.752075 -1.998500 -0.027 0.047 0.073 0.2440
H -3.783845 0.153173 1.278744 -0.008 0.080 -0.362 0.4307
H 0.139368 -0.734321 0.386309 0.066 -0.003 -0.061 0.4443
H -1.396873 4.465265 -0.005086 0.063 0.019 0.010 0.2028
H -1.111323 -2.732994 -2.520053 -0.043 -0.082 0.033 0.2005
H 0.598648 1.592494 2.155614 -0.111 -0.099 0.000 0.2520
H -0.448211 1.805451 -1.168164 0.059 0.038 0.026 0.2036
H -3.662200 2.357671 0.865488 0.067 -0.039 -0.077 0.2250
H 7.632290 0.829281 0.126629 0.068 0.054 0.007 0.2110
```
Positions in Å, forces in eV/Å.

Its structure (SMILES) is COC(=O)[C@@H](CO)NC(=O)[C@@H]1CCCN1C(=O)CNC(=O)OCc1ccccc1. The calculation puts the LUMO energy at 0.699 eV. The value obtained for the HOMO-LUMO gap is 9.884 eV. For the electronic energy, the calculation gives -1430.05703 hartree.

=====

Question: Among the records above, which one has the highest LUMO?
Answer: C19H25N3O5

=====

Question: What is the electronic energy in the fourth record?
Answer: -1430.05703 hartree

=====

Question: What is the electronic energy in the fourth record?
Answer: -1430.05703 hartree